1.
This record from the OMol25 dataset describes a molecular structure, C22H16Cl2F15N3O7S2Ta. The level of theory is ωB97M-V with the def2-TZVPD basis set.

Results
* E_LUMO: -0.153 Eh
* Kohn-Sham gap: 7.864 eV
* multiplicity: 1
* net charge: +1

Positions of all 68 atoms, in Å:
1 Ta -0.060671 -0.072317 0.139644
2 C 3.643118 -0.929006 0.738906
3 C 3.434305 0.170238 -0.287898
4 N 2.115378 0.250270 -1.016504
5 C 2.232440 -0.509410 -2.300568
6 C 2.523682 -1.994203 -2.133671
7 C 1.902391 1.675329 -1.367689
8 C 1.509419 2.476289 -0.130074
9 N 0.783484 1.640650 0.857232
10 C 0.604017 2.231461 2.125829
11 C 0.020282 1.465210 3.122370
12 F -0.395998 0.231344 2.753076
13 C -0.221452 1.889298 4.402219
14 F -0.810393 1.052083 5.255789
15 C 0.133866 3.166556 4.779772
16 C 0.700565 3.965968 3.813807
17 F 1.045401 5.216941 4.108179
18 C 0.927342 3.531138 2.515839
19 F 1.446064 4.428896 1.666226
20 H 4.669940 -0.843637 1.099210
21 H 3.513847 -1.931858 0.335571
22 H 2.983544 -0.807391 1.595686
23 H 4.195866 0.108387 -1.069422
24 H 3.577000 1.121059 0.221371
25 H 3.034340 -0.047455 -2.883211
26 H 1.312627 -0.356547 -2.860708
27 H 3.580037 -2.175634 -1.938716
28 H 2.259786 -2.509914 -3.057228
29 H 1.940173 -2.439544 -1.327899
30 H 1.128260 1.729256 -2.123787
31 H 2.808753 2.102090 -1.803410
32 H 0.889764 3.315767 -0.444983
33 H 2.398091 2.882107 0.342543
34 H -0.031285 3.532299 5.783729
35 F -3.181879 2.110760 -4.025569
36 C -2.157052 2.195096 -3.219506
37 F -1.017721 2.173180 -3.897505
38 F -2.224596 3.280833 -2.471267
39 S -2.164401 0.768006 -2.049363
40 O -0.841118 1.027601 -1.329157
41 O -3.321337 0.856626 -1.235654
42 N -1.996306 -0.460954 -2.972432
43 S -1.201823 -1.769389 -2.584528
44 O -0.353482 -1.528569 -1.378282
45 O -0.533518 -2.342834 -3.690154
46 C -2.528122 -2.934251 -2.012414
47 F -1.960748 -3.963646 -1.430425
48 F -3.315027 -2.284189 -1.169666
49 F -3.202652 -3.298855 -3.079864
50 Cl 1.779602 -1.798364 3.991858
51 C 1.154385 -3.053034 2.916754
52 Cl 2.466320 -4.069223 2.280251
53 C 0.408543 -2.522214 1.702019
54 O -0.488634 -3.134111 1.216791
55 O 0.861288 -1.338318 1.194309
56 H 0.488164 -3.683371 3.487698
57 F -5.882404 0.539858 4.029670
58 C -4.898962 0.248330 3.195171
59 C -4.079081 1.256623 2.712664
60 F -4.268828 2.515630 3.083308
61 C -3.065361 0.927643 1.847483
62 F -2.261327 1.892221 1.376356
63 C -2.821098 -0.383419 1.453433
64 O -1.755910 -0.649415 0.634567
65 C -3.651457 -1.374748 1.940292
66 F -3.457103 -2.644806 1.606721
67 C -4.684707 -1.057601 2.807582
68 F -5.468653 -2.021078 3.272252

Forces on the atoms, in the same order (eV/Å):
2.20 0.49 1.09
0.01 0.02 0.00
-0.06 -0.04 0.25
-0.57 -0.26 -0.20
0.08 -0.12 0.08
0.00 0.05 -0.01
0.02 0.01 0.12
-0.02 -0.08 -0.06
-0.52 -0.11 -0.33
0.10 -0.06 -0.10
-0.04 -0.07 0.02
-0.13 -0.17 -0.21
-0.04 0.02 0.15
0.01 0.02 -0.02
0.00 0.05 0.10
0.02 0.10 0.06
-0.01 -0.04 0.00
0.11 0.14 -0.13
-0.01 0.00 0.02
0.00 -0.02 -0.04
-0.01 0.07 0.04
0.18 0.01 -0.08
0.04 0.06 0.00
-0.01 0.04 -0.02
0.00 0.07 -0.05
-0.07 0.03 -0.01
-0.03 0.00 0.02
0.04 0.01 0.02
0.02 0.00 -0.04
0.01 -0.01 -0.11
0.06 -0.02 -0.01
0.00 0.08 0.04
0.03 0.01 0.06
-0.01 -0.02 -0.03
-0.16 0.00 -0.13
0.30 -0.15 0.10
-0.07 0.09 -0.02
0.00 0.13 -0.07
0.11 0.06 -0.23
-1.29 0.80 -1.06
0.05 0.07 -0.02
0.10 -0.19 0.07
0.12 0.46 -0.07
0.02 -0.19 -0.29
-0.01 -0.08 0.09
0.13 0.19 0.03
-0.01 -0.11 0.06
0.00 -0.09 -0.01
-0.11 -0.09 -0.03
-0.09 -0.01 -0.07
0.38 0.18 -0.05
-0.04 0.02 0.03
0.21 0.13 0.01
-0.14 -0.06 -0.07
0.05 -1.63 0.50
-0.10 -0.10 0.00
-0.01 0.01 0.01
-0.12 0.12 0.13
-0.13 0.01 0.06
0.01 0.00 -0.02
0.17 -0.02 -0.20
0.09 0.01 -0.07
0.19 0.17 -0.07
-1.15 0.45 0.86
0.12 -0.31 -0.10
0.03 0.03 0.00
-0.12 -0.19 0.03
0.05 0.03 -0.03

2.
This record from the OMol25 dataset describes a single C22H16FN3O molecule. The level of theory is ωB97M-V with the def2-TZVPD basis set.

Results
* E_LUMO: 0.014 Eh
* Kohn-Sham gap: 8.629 eV
* multiplicity: 1
* net charge: 0
* SMILES: N#Cc1nc(Cc2cccc3ccccc23)oc1NCc1ccc(F)cc1

Positions of all 43 atoms, in Å:
1 N -5.162626 -0.543049 1.886178
2 C -4.315558 -0.610078 1.113384
3 C -3.270853 -0.617685 0.187656
4 N -2.641488 -1.747118 -0.295382
5 C -1.729776 -1.326560 -1.095450
6 C -0.717481 -2.124136 -1.831975
7 C 0.665554 -1.599586 -1.523955
8 C 1.396665 -0.991515 -2.510706
9 C 2.679106 -0.482799 -2.261504
10 C 3.225077 -0.583265 -1.015002
11 C 2.502943 -1.185876 0.035771
12 C 3.048856 -1.280618 1.332925
13 C 2.336413 -1.843020 2.353359
14 C 1.051495 -2.350629 2.113018
15 C 0.499881 -2.289899 0.863101
16 C 1.200956 -1.700036 -0.211841
17 O -1.686209 0.036800 -1.205183
18 C -2.655273 0.481020 -0.385456
19 N -2.891608 1.813827 -0.279035
20 C -1.868575 2.733216 -0.736405
21 C -0.490230 2.451298 -0.178409
22 C -0.320038 1.942179 1.103064
23 C 0.945208 1.695825 1.604835
24 C 2.040509 1.978783 0.811778
25 F 3.278985 1.775741 1.302803
26 C 1.902018 2.475878 -0.470823
27 C 0.630169 2.701276 -0.960983
28 H -0.828271 -3.168395 -1.537869
29 H -0.902944 -2.042492 -2.906016
30 H 0.985695 -0.904962 -3.506823
31 H 3.227177 -0.016677 -3.067209
32 H 4.212773 -0.197470 -0.808313
33 H 4.039876 -0.886654 1.504257
34 H 2.757275 -1.904631 3.346291
35 H 0.496834 -2.798412 2.924678
36 H -0.486944 -2.693678 0.701341
37 H -3.441888 2.080869 0.522632
38 H -2.185410 3.743356 -0.464217
39 H -1.825979 2.673032 -1.829052
40 H -1.178099 1.731759 1.725352
41 H 1.086379 1.294287 2.595344
42 H 2.777422 2.675728 -1.067325
43 H 0.506616 3.082688 -1.963505

Forces on the atoms, in the same order (eV/Å):
-0.31 0.05 0.25
-0.27 0.05 0.30
0.97 0.93 -0.86
0.41 -0.45 -0.36
-0.63 -0.75 0.34
0.17 0.36 -0.03
0.12 0.00 -0.40
-0.25 -0.19 0.12
0.31 0.05 0.16
0.02 0.03 -0.27
-0.25 -0.14 -0.04
-0.01 -0.05 0.17
0.23 0.11 -0.03
-0.22 -0.07 -0.10
-0.07 -0.09 0.16
0.37 0.12 0.06
-0.18 0.38 0.02
-0.86 -0.52 0.59
0.11 -0.13 -0.08
0.18 0.11 -0.14
0.05 0.05 0.01
0.01 0.11 -0.14
0.24 0.01 0.00
-0.23 0.13 -0.07
0.02 -0.01 -0.02
0.16 -0.03 0.20
-0.16 0.00 0.18
-0.10 0.07 -0.01
0.04 -0.08 0.03
-0.09 -0.02 -0.08
0.08 0.05 -0.04
0.11 0.05 0.01
0.09 0.04 0.03
0.06 0.01 0.06
-0.07 -0.05 0.04
-0.09 -0.04 0.02
-0.01 -0.06 -0.07
-0.05 -0.11 -0.10
0.02 0.15 0.11
-0.08 -0.05 0.04
0.05 -0.05 0.11
0.11 0.00 -0.05
-0.01 0.03 -0.15

3.
This record from the OMol25 dataset describes a molecular structure, C22H16FN6PdSe. The level of theory is ωB97M-V with the def2-TZVPD basis set.

Results
* E_LUMO (spin up / spin down): -0.124 / -0.138 Eh
* Kohn-Sham gap (spin up / spin down): 6.190 / 7.349 eV
* multiplicity: 3
* net charge: +1

Positions of all 47 atoms, in Å:
1 Pd 0.729992 -0.277885 -1.315600
2 Se -2.835316 3.631416 4.253071
3 N -3.379667 2.419927 3.098317
4 C -2.383735 2.182199 2.281506
5 C -2.454572 1.255692 1.170453
6 C -3.619489 0.560676 0.843230
7 C -3.604530 -0.295505 -0.233975
8 C -2.426256 -0.436455 -0.958161
9 N -1.314128 0.220186 -0.663966
10 C -1.309479 1.067325 0.385599
11 C -0.077898 1.803443 0.660686
12 N 0.984488 1.574919 -0.135939
13 C 2.108244 2.244162 0.065470
14 C 2.258924 3.171944 1.089717
15 C 1.193356 3.410348 1.929252
16 C -0.004425 2.728338 1.713168
17 C -1.177456 2.922686 2.539182
18 N -1.225384 3.746388 3.556917
19 H -4.506898 0.719648 1.441278
20 H -4.485477 -0.851982 -0.520186
21 H -2.380332 -1.097170 -1.812955
22 H 2.924105 2.031271 -0.614804
23 H 3.201207 3.684924 1.218208
24 H 1.258398 4.110590 2.751052
25 N 3.998684 0.584967 -4.029565
26 C 4.714498 -0.233347 -3.195335
27 C 3.811942 -0.735546 -2.308755
28 N 2.564695 -0.236507 -2.598696
29 C 2.710507 0.561855 -3.635201
30 H 4.372512 1.101215 -4.806894
31 H 5.772594 -0.393581 -3.301506
32 H 3.978079 -1.428508 -1.502161
33 H 1.920515 1.101547 -4.128986
34 F -3.720641 -3.899896 1.344581
35 C -2.505033 -3.474530 0.975501
36 C -2.006032 -3.851875 -0.260928
37 C -0.756412 -3.407632 -0.638157
38 C 0.019276 -2.584465 0.209542
39 C 1.309823 -2.117380 -0.196433
40 C -0.531520 -2.233271 1.462268
41 C -1.783391 -2.667476 1.841529
42 H -2.604745 -4.485826 -0.902119
43 H -0.347130 -3.697781 -1.599136
44 H 1.802479 -2.676484 -0.987516
45 H 1.962914 -1.733171 0.579837
46 H 0.047976 -1.608483 2.132129
47 H -2.205261 -2.410909 2.804481

Forces on the atoms, in the same order (eV/Å):
-0.10 0.37 -0.58
-0.24 0.18 0.41
-0.18 -0.28 -0.33
0.05 0.27 0.26
0.22 -0.13 -0.32
0.05 0.00 0.00
-0.07 0.08 0.08
0.00 -0.02 -0.10
0.22 0.01 0.26
-0.57 -0.18 -0.04
0.40 0.39 0.23
-0.16 -0.26 0.07
0.09 0.02 -0.02
-0.03 0.06 0.04
-0.01 -0.04 -0.05
0.14 -0.22 -0.34
-0.33 0.00 0.27
0.48 0.07 -0.22
-0.01 -0.05 0.00
0.01 -0.01 -0.02
0.02 -0.05 0.01
-0.01 -0.07 0.01
0.00 0.00 -0.01
0.00 0.02 -0.01
-0.02 0.03 -0.01
0.01 -0.14 0.13
0.11 -0.02 -0.09
-0.26 0.21 0.24
0.05 -0.15 -0.03
-0.03 0.03 -0.05
-0.02 0.03 -0.03
-0.02 0.03 0.02
0.03 0.05 0.01
-0.08 0.00 0.02
0.17 0.05 -0.10
-0.19 -0.04 0.02
0.18 0.13 0.04
-0.14 -0.16 0.02
0.18 -0.24 0.21
0.03 0.07 -0.15
-0.05 -0.01 0.10
0.03 -0.02 0.01
-0.02 -0.03 0.01
0.03 0.04 -0.01
0.05 -0.02 -0.01
0.00 -0.02 0.02
0.00 0.00 -0.01

4.
This record from the OMol25 dataset describes a molecular structure, C22H16N5O8S2V. The level of theory is ωB97M-V with the def2-TZVPD basis set.

Results
* E_LUMO (spin up / spin down): -0.190 / -0.174 Eh
* Kohn-Sham gap (spin up / spin down): 6.244 / 6.667 eV
* multiplicity: 2
* net charge: +1
* energy above the lowest of the compared OMol25 structures with the same formula, charge and spin: 0.0 kcal/mol

Positions of all 54 atoms, in Å:
1 V -1.309268 -0.165510 0.081433
2 C 2.950877 -0.167368 0.785811
3 C 1.505181 -0.539911 0.823784
4 N 0.645209 0.156857 0.141867
5 N 1.145154 1.265023 -0.563126
6 C 0.252864 2.181105 -0.714110
7 S -1.414805 2.076910 -0.141239
8 S 0.595199 3.672366 -1.542104
9 C 2.401449 3.824698 -1.343203
10 C 2.817469 4.558968 -0.099599
11 C 2.636331 4.000616 1.164626
12 C 3.003803 4.698992 2.302208
13 C 3.559089 5.967667 2.190798
14 C 3.744515 6.529709 0.938745
15 C 3.371113 5.828459 -0.200757
16 C 1.026311 -1.631921 1.681377
17 C 1.897985 -2.644563 2.108432
18 C 1.455014 -3.660733 2.931978
19 C 0.138161 -3.676535 3.379668
20 C -0.752790 -2.690364 2.990487
21 C -0.297175 -1.700008 2.141764
22 O -1.190801 -0.732614 1.718062
23 H 3.063768 0.837013 1.197634
24 H 3.565011 -0.848559 1.360325
25 H 3.298874 -0.117054 -0.245248
26 H 2.810069 2.817572 -1.397139
27 H 2.716934 4.361678 -2.237011
28 H 2.197731 3.015653 1.259612
29 H 2.854904 4.258154 3.279264
30 H 3.844462 6.514979 3.079061
31 H 4.176770 7.516594 0.843431
32 H 3.516907 6.274623 -1.177194
33 H 2.921477 -2.654541 1.765748
34 H 2.135962 -4.445659 3.228416
35 H -0.201574 -4.467174 4.035000
36 H -1.778611 -2.681387 3.328956
37 O -5.100786 -5.510181 -3.580566
38 N -5.467605 -4.380413 -3.345526
39 O -6.609374 -3.975156 -3.369587
40 C -4.447609 -3.447164 -2.807948
41 C -4.864754 -2.193695 -2.386338
42 C -3.881502 -1.356670 -1.908849
43 C -2.530196 -1.699043 -1.890048
44 O -1.651949 -0.740915 -1.599753
45 C -2.201868 -3.020756 -2.172249
46 C -3.147809 -3.900685 -2.670318
47 N -0.860850 -3.531274 -1.822981
48 O -0.262583 -2.933872 -0.938108
49 O -0.474774 -4.521912 -2.386622
50 N -4.242280 -0.126052 -1.183822
51 O -3.664936 0.052768 -0.093733
52 O -5.103226 0.579740 -1.609336
53 H -5.907477 -1.910018 -2.411601
54 H -2.883966 -4.918444 -2.920365

Forces on the atoms, in the same order (eV/Å):
-0.47 1.11 -0.33
-0.05 0.02 -0.04
-0.04 -0.28 0.25
0.05 0.21 -0.27
-0.34 -0.29 0.36
0.11 0.19 -0.18
0.24 -0.36 0.04
-0.13 0.04 0.20
0.11 -0.14 -0.12
-0.12 0.04 0.02
0.04 0.03 -0.02
0.00 0.01 -0.01
0.01 0.01 0.02
-0.01 -0.02 -0.03
0.03 0.01 0.02
0.28 -0.02 -0.11
-0.10 -0.08 0.08
0.09 0.07 -0.08
-0.16 0.05 0.04
0.26 -0.16 0.08
-0.56 0.68 -0.47
0.14 -0.67 0.25
0.01 0.00 0.00
0.01 0.02 0.01
-0.01 -0.01 -0.01
0.02 0.01 -0.01
0.03 0.00 0.01
-0.04 -0.03 -0.01
0.00 -0.01 0.00
0.00 0.00 0.00
0.00 0.01 0.00
-0.01 0.00 -0.01
0.00 -0.03 -0.01
0.01 0.00 0.01
0.02 -0.01 0.00
-0.02 0.03 -0.02
0.02 0.23 -0.35
-0.21 -0.34 1.04
0.17 0.06 -0.37
-0.04 -0.05 -0.29
0.24 -0.02 -0.07
-0.18 0.02 0.23
0.21 0.28 0.23
0.25 -0.58 0.17
0.09 -0.17 -0.07
-0.07 0.24 0.07
-0.11 0.10 -0.13
-0.05 -0.06 -0.02
0.02 0.10 0.03
-0.09 -0.20 -0.23
0.37 0.02 0.01
0.02 -0.06 0.11
-0.01 -0.01 -0.01
-0.01 -0.01 -0.03